{
  "formula": "C40H99N5O12",
  "method": "wB97M-V/def2-TZVPD",
  "elements": ["C", "O", "C", "C", "N", "C", "C", "O", "C", "H", "H", "H", "H", "H", "H", "H", "H", "H", "H", "H", "H", "H", "H", "H", "C", "O", "C", "C", "N", "C", "C", "O", "C", "H", "H", "H", "H", "H", "H", "H", "H", "H", "H", "H", "H", "H", "H", "H", "C", "O", "C", "C", "N", "C", "C", "O", "C", "H", "H", "H", "H", "H", "H", "H", "H", "H", "H", "H", "H", "H", "H", "H", "C", "C", "C", "C", "C", "C", "N", "O", "C", "C", "C", "H", "H", "H", "H", "H", "H", "H", "H", "H", "H", "H", "H", "H", "H", "H", "H", "H", "H", "H", "C", "C", "C", "C", "C", "C", "N", "O", "C", "C", "C", "H", "H", "H", "H", "H", "H", "H", "H", "H", "H", "H", "H", "H", "H", "H", "H", "H", "H", "H", "C", "O", "H", "H", "H", "H", "C", "O", "H", "H", "H", "H", "C", "O", "H", "H", "H", "H", "C", "O", "H", "H", "H", "H"],
  "xyz": [[0.02830, 7.23538, -11.34282], [-0.71750, 8.17898, -10.56159], [-1.02266, 7.63033, -9.29139], [0.05977, 7.56188, -8.15536], [-0.81948, 7.32456, -6.94653], [-0.60401, 8.24553, -5.80095], [0.48550, 7.59279, -4.94451], [-0.06949, 6.55351, -4.12181], [0.71348, 6.27769, -2.96088], [-0.42235, 6.24744, -11.43769], [1.01923, 7.19576, -10.89050], [0.23162, 7.65654, -12.32739], [-1.52801, 6.69301, -9.52410], [-1.80765, 8.26903, -8.88648], [0.74805, 8.40565, -8.20482], [0.88373, 6.84952, -8.11385], [-1.75662, 7.35664, -7.32181], [-1.50582, 8.32397, -5.19376], [-0.21272, 9.19407, -6.16873], [1.08335, 8.33134, -4.41045], [1.22872, 7.13096, -5.59446], [1.73857, 6.00802, -3.21496], [0.13704, 5.44392, -2.56008], [0.73065, 7.07166, -2.21428], [-7.10164, 4.75991, 1.85053], [-7.48672, 4.05248, 3.00823], [-8.64245, 4.55049, 3.62718], [-9.21258, 3.70123, 4.72614], [-8.57480, 3.82198, 5.99666], [-8.63810, 5.24246, 6.50364], [-10.07865, 5.93582, 6.66387], [-10.26774, 6.38103, 5.31197], [-11.48653, 7.09280, 5.06036], [-7.69800, 4.47920, 0.98239], [-6.03374, 4.66140, 1.65562], [-7.26218, 5.81520, 2.07119], [-9.31837, 4.48727, 2.77440], [-8.55593, 5.60391, 3.89347], [-8.90630, 2.73148, 4.33387], [-10.30224, 3.70135, 4.69877], [-7.59514, 3.75584, 5.76001], [-8.02954, 5.91480, 5.89890], [-8.15380, 5.29175, 7.47890], [-10.09604, 6.74274, 7.39645], [-10.81716, 5.18537, 6.94587], [-11.45409, 7.94022, 5.74514], [-12.37265, 6.50839, 5.30804], [-11.46244, 7.49868, 4.04903], [-3.47532, -7.48656, -8.46246], [-2.86825, -8.68739, -8.83975], [-2.89655, -9.74149, -7.76690], [-2.27181, -9.38513, -6.49098], [-0.91881, -9.14928, -6.83075], [-0.10127, -8.65680, -5.73302], [1.34804, -8.35612, -6.16678], [1.36862, -7.44918, -7.27234], [1.33945, -6.04602, -7.01721], [-2.85137, -6.71676, -8.91654], [-3.25388, -7.12563, -7.45808], [-4.49491, -7.34314, -8.82019], [-2.56228, -10.72019, -8.11116], [-3.90216, -10.12577, -7.59605], [-2.38398, -10.15691, -5.72949], [-2.69180, -8.45352, -6.11177], [-0.89068, -8.34829, -7.44535], [-0.21521, -9.33622, -4.88833], [-0.58476, -7.68922, -5.59847], [1.86329, -9.29240, -6.38122], [1.96392, -7.95522, -5.36175], [2.08330, -5.64231, -6.33032], [0.41724, -5.80596, -6.48806], [1.40533, -5.47691, -7.94451], [0.69476, 0.58147, 7.10606], [0.70045, 0.22832, 8.69580], [2.15050, -0.23320, 8.97245], [2.59650, -0.19244, 10.43832], [2.37888, 1.23085, 10.89126], [0.92824, 1.73853, 10.84684], [0.44517, 1.52201, 9.42727], [-0.75416, 2.02723, 9.22613], [0.07252, 0.89528, 11.80357], [0.87713, 3.23788, 11.07636], [-0.32184, -0.94096, 8.92230], [1.64757, 1.09758, 6.98825], [0.02607, 1.32850, 6.67838], [0.73555, -0.27289, 6.43043], [2.13344, -1.28234, 8.67723], [2.92537, 0.15023, 8.30863], [3.64059, -0.48960, 10.53666], [1.94148, -0.82954, 11.03259], [3.18253, 1.83701, 10.47316], [2.57871, 1.06241, 11.94947], [-0.97116, 0.89269, 11.48922], [0.45439, -0.12367, 11.86704], [0.26631, 1.34968, 12.77520], [1.03404, 3.54824, 12.10939], [1.64777, 3.72545, 10.47930], [-0.06862, 3.72068, 10.83029], [-0.64534, -1.29351, 7.94293], [-1.26465, -0.65500, 9.38858], [0.25844, -1.61159, 9.55604], [-1.28641, 1.33619, 9.62708], [11.60681, -2.59980, -3.21680], [10.91637, -2.58492, -1.87230], [11.52774, -1.30593, -1.25168], [10.77357, -0.81091, 0.01788], [9.30718, -0.62951, -0.31573], [8.55397, -1.80585, -1.00672], [9.43486, -2.39299, -2.09138], [8.83595, -3.38204, -2.89321], [8.07133, -2.82561, 0.10866], [7.19404, -1.22615, -1.64938], [11.23597, -3.79206, -1.06556], [11.09788, -1.86397, -3.83941], [11.46030, -3.58271, -3.66460], [12.69259, -2.53014, -3.15096], [12.61771, -1.31097, -1.24545], [11.24107, -0.47041, -1.89029], [11.14942, 0.14140, 0.39196], [10.73224, -1.55882, 0.80973], [9.13511, 0.23259, -0.96016], [8.73425, -0.41667, 0.58680], [8.78847, -3.04440, 0.89983], [7.22808, -2.31083, 0.56913], [7.67476, -3.64061, -0.49681], [6.43142, -1.95076, -1.93477], [6.63291, -0.52134, -1.03581], [7.48519, -0.57384, -2.47267], [12.25978, -3.69140, -0.70531], [11.13728, -4.67081, -1.70288], [10.56535, -3.85773, -0.20879], [8.51764, -2.93111, -3.67866], [-0.53936, -8.03281, 2.65329], [0.56478, -8.27175, 1.74101], [-1.00856, -7.07342, 2.43526], [-1.35327, -8.75683, 2.61547], [-0.24260, -7.97732, 3.70064], [1.35217, -8.03935, 2.23861], [0.13927, 0.98277, -6.75988], [1.08566, 1.13277, -5.76802], [0.33739, 0.11884, -7.39430], [-0.90594, 0.84261, -6.48422], [0.16362, 1.96350, -7.23492], [0.77698, 1.85191, -5.21202], [-1.81829, -2.09228, -0.66652], [-3.06078, -2.23473, 0.04850], [-1.46356, -3.09535, -0.90343], [-2.08040, -1.85634, -1.69789], [-1.05405, -1.42541, -0.26736], [-3.50927, -1.43670, 0.33765], [-10.16825, -2.69499, -0.50760], [-11.41226, -2.96350, 0.12404], [-10.22815, -2.23049, -1.49185], [-9.42566, -2.05742, -0.02785], [-9.72703, -3.62921, -0.85499], [-11.96766, -2.18952, 0.00539]],
  "charge": 0,
  "gap_ev": 8.47,
  "homo_energy_ha": -0.296,
  "e_above_lowest_kj_mol": 297.4,
  "smiles": "CC1(C)CCCC(C)(C)N1O.CC1(C)CCCC(C)(C)N1O.COCCNCCOC.COCCNCCOC.COCCNCCOC.CO.CO.CO.CO",
  "lumo_energy_ev": 0.4
}


{
  "formula": "C31H29ClCoN6O3S",
  "method": "wB97M-V/def2-TZVPD",
  "elements": ["Co", "N", "C", "C", "C", "C", "C", "C", "C", "C", "C", "C", "C", "C", "N", "C", "C", "C", "C", "N", "H", "H", "H", "H", "H", "H", "H", "H", "H", "H", "C", "C", "C", "C", "Cl", "C", "C", "C", "O", "C", "C", "O", "O", "H", "H", "H", "H", "H", "H", "H", "H", "N", "C", "C", "N", "C", "C", "N", "H", "H", "H", "H", "H", "C", "S", "C", "H", "H", "H", "H", "H", "H"],
  "xyz": [[-0.19943, 0.55834, -0.03394], [7.37210, -1.19912, 6.68852], [6.53175, -0.94284, 5.94900], [5.47885, -0.62107, 5.02273], [4.98374, -1.60203, 4.16703], [3.97955, -1.28520, 3.26898], [3.45736, 0.00407, 3.22521], [3.94981, 0.97623, 4.08965], [4.96107, 0.67077, 4.98442], [2.38292, 0.33660, 2.24633], [2.77235, 0.41417, 0.89617], [4.07161, 0.19274, 0.37377], [3.97224, 0.32998, -1.00088], [2.62644, 0.65150, -1.26188], [1.90822, 0.70770, -0.14118], [1.10875, 0.54833, 2.75078], [0.72217, 0.56473, 4.12518], [-0.60621, 0.90322, 4.16540], [-1.00515, 1.07058, 2.81697], [-0.00880, 0.85126, 1.97368], [5.38814, -2.60392, 4.20920], [3.59303, -2.04215, 2.59794], [3.53577, 1.97657, 4.06358], [5.35003, 1.42452, 5.65508], [4.95486, -0.04315, 0.94600], [4.75912, 0.21036, -1.72935], [2.15720, 0.84255, -2.21680], [1.37010, 0.35980, 4.96187], [-1.23123, 1.02450, 5.03446], [-1.98365, 1.34720, 2.44994], [1.56556, 4.04248, 0.89255], [2.54322, 3.80674, -0.22016], [3.83768, 3.49168, 0.11122], [4.84163, 3.34108, -0.85242], [6.42245, 2.98051, -0.36104], [4.57508, 3.53131, -2.22731], [3.31208, 3.84506, -2.59710], [2.26379, 3.96959, -1.62945], [1.12766, 4.28416, -2.19380], [-0.17598, 4.20092, -1.58438], [-0.48826, 2.76279, -1.17472], [0.01702, 1.82651, -1.83227], [-1.17543, 2.61121, -0.14141], [2.07491, 3.90645, 1.84454], [0.72144, 3.35503, 0.87195], [1.17990, 5.06323, 0.86893], [4.10235, 3.36662, 1.15201], [5.37089, 3.42208, -2.94987], [3.03901, 3.99558, -3.63222], [-0.85716, 4.53329, -2.36385], [-0.25041, 4.86416, -0.73009], [2.09470, -4.30383, -1.42195], [1.31852, -3.61475, -0.55213], [0.98803, -2.26224, -0.77734], [0.24634, -1.59313, 0.08219], [-0.18981, -2.22978, 1.18000], [0.14428, -3.55208, 1.38828], [0.89116, -4.24818, 0.53666], [2.38439, -3.90688, -2.29539], [2.24953, -5.28192, -1.25327], [1.35552, -1.73100, -1.64683], [-0.77959, -1.66370, 1.88809], [-0.19567, -4.07218, 2.27560], [-3.01028, -1.72141, -0.69166], [-2.55171, 0.01696, -0.79487], [-3.75992, 0.72199, 0.33722], [-2.98644, -2.07716, 0.33695], [-2.29203, -2.28568, -1.28380], [-4.00388, -1.86360, -1.11160], [-4.75436, 0.63238, -0.09495], [-3.50545, 1.77280, 0.45432], [-3.72873, 0.21865, 1.30220]],
  "charge": 1,
  "gap_ev": [6.92, 4.00],
  "homo_energy_ha": [-0.376, -0.376],
  "multiplicity": 5,
  "lumo_energy_ev": [-3.3, -6.2]
}


{
  "formula": "C15H48N6O9",
  "method": "wB97M-V/def2-TZVPD",
  "elements": ["C", "O", "H", "H", "H", "H", "C", "O", "H", "H", "H", "H", "C", "O", "H", "H", "H", "H", "C", "O", "N", "N", "H", "H", "H", "H", "C", "O", "N", "N", "H", "H", "H", "H", "C", "O", "N", "N", "H", "H", "H", "H", "C", "C", "C", "O", "H", "H", "H", "H", "H", "H", "H", "H", "C", "C", "C", "O", "H", "H", "H", "H", "H", "H", "H", "H", "C", "C", "C", "O", "H", "H", "H", "H", "H", "H", "H", "H"],
  "xyz": [[4.60448, -22.66654, 5.42076], [5.36470, -22.61984, 6.66656], [3.91566, -21.86304, 5.48984], [3.95424, -23.59533, 5.34479], [5.15388, -22.81178, 4.49543], [4.62982, -22.55722, 7.31980], [1.47083, -27.52261, 5.47717], [1.26898, -26.89424, 4.18899], [0.58178, -28.12750, 5.66287], [1.68590, -26.83726, 6.28290], [2.42716, -28.02631, 5.41260], [0.75224, -26.04924, 4.28855], [8.44912, -25.85101, 5.25802], [7.75802, -25.01557, 6.17591], [7.89418, -25.96621, 4.35452], [8.58405, -26.90108, 5.60853], [9.36943, -25.37798, 4.96527], [7.01105, -25.53945, 6.42416], [3.98683, -25.50009, 11.61195], [4.38631, -26.55745, 12.46420], [3.99747, -24.21630, 11.85775], [3.24416, -25.72263, 10.56377], [4.65964, -23.88000, 12.54697], [3.55910, -23.51751, 11.24492], [3.22023, -26.66493, 10.09444], [2.75440, -24.93267, 10.20212], [2.22003, -23.46027, 7.61610], [2.14242, -24.52215, 6.71064], [1.29057, -22.53647, 7.72892], [3.20510, -23.44275, 8.47499], [0.46488, -22.59920, 7.11268], [1.37788, -21.61380, 8.18219], [4.02627, -24.07508, 8.32011], [3.19333, -22.68003, 9.15537], [4.73314, -26.02677, 7.73974], [3.66977, -26.96646, 7.74412], [5.27733, -25.64211, 6.65735], [5.16619, -25.36141, 8.77492], [4.90203, -26.11625, 5.85399], [5.63914, -24.72159, 6.48626], [4.56081, -25.61200, 9.58700], [6.03083, -24.75476, 8.88266], [-0.10014, -26.46830, 10.39752], [0.07912, -25.88375, 9.03893], [-0.92320, -26.55157, 7.99832], [-0.23081, -24.68926, 8.98120], [0.42157, -25.90027, 11.20983], [0.26511, -27.52539, 10.48357], [-1.14091, -26.50421, 10.67745], [1.18107, -26.00321, 8.66147], [-0.60460, -26.19978, 7.00857], [-2.02007, -26.48683, 8.18331], [-0.70086, -27.65547, 7.97470], [0.56028, -24.09976, 9.00934], [5.57736, -25.60469, 2.77796], [4.29914, -26.39949, 3.23064], [4.67569, -27.92308, 3.51476], [3.89780, -25.89755, 4.26790], [5.25650, -24.62626, 2.45014], [6.12916, -26.17447, 2.07548], [6.28504, -25.43734, 3.57139], [3.47210, -26.45814, 2.43892], [3.72544, -28.48075, 3.67290], [5.28839, -28.15331, 4.37819], [5.23321, -28.43345, 2.70950], [2.97538, -26.04526, 4.32921], [6.10813, -21.92578, 9.88091], [7.24126, -23.02751, 9.75771], [7.17922, -24.08978, 10.85508], [7.31351, -23.71322, 8.71112], [6.21504, -21.34663, 8.96837], [6.35841, -21.26950, 10.68848], [5.09005, -22.17573, 9.96010], [8.22949, -22.56978, 9.68517], [7.52985, -25.05839, 10.50564], [6.20193, -24.24537, 11.29673], [7.87991, -23.74817, 11.61683], [7.64702, -23.14158, 7.98833]],
  "charge": 0,
  "gap_ev": 8.56,
  "homo_energy_ha": -0.334,
  "e_above_lowest_kj_mol": 864.3,
  "smiles": "NC(N)=O.NC(N)=O.NC(N)=O.CC(C)O.CC(C)O.CC(C)O.CO.CO.CO",
  "lumo_energy_ev": -0.5
}


{
  "formula": "C21H22N2O4",
  "method": "wB97M-V/def2-TZVPD",
  "elements": ["C", "C", "C", "H", "H", "H", "C", "H", "O", "C", "C", "C", "C", "C", "C", "H", "H", "C", "C", "C", "N", "N", "H", "H", "O", "C", "C", "C", "C", "C", "C", "O", "C", "C", "H", "H", "H", "H", "H", "H", "H", "H", "H", "O", "H", "H", "H", "H", "H"],
  "xyz": [[-5.06177, 1.49963, 4.85650], [-3.96679, 2.18310, 4.56955], [-3.43925, 3.29583, 5.41856], [-3.45191, 4.23192, 4.86061], [-2.40668, 3.08548, 5.69099], [-4.03226, 3.41414, 6.32064], [-3.15140, 1.88828, 3.33702], [-3.13013, 2.77715, 2.68798], [-1.83271, 1.56420, 3.74496], [-0.91391, 1.26399, 2.79774], [-1.14906, 1.25558, 1.43304], [-0.13812, 0.93702, 0.52844], [1.15187, 0.62837, 0.98743], [1.36063, 0.62485, 2.37263], [0.36219, 0.93070, 3.26350], [0.53892, 0.91672, 4.32651], [2.33046, 0.34878, 2.75927], [2.27655, 0.34369, 0.10780], [2.40585, -0.20314, -1.16936], [3.78334, -0.26402, -1.42582], [4.46208, 0.21872, -0.40321], [3.56010, 0.56872, 0.50228], [3.85604, 0.99284, 1.36606], [4.28363, -0.63287, -2.29823], [1.35939, -0.65154, -1.94230], [1.58029, -0.80168, -3.30845], [2.19930, 0.21804, -4.02167], [2.39445, 0.12009, -5.38380], [1.95654, -1.01151, -6.05197], [1.32829, -2.02048, -5.35521], [1.12300, -1.94534, -3.97465], [0.48368, -3.01576, -3.44409], [0.23017, -3.12251, -2.05297], [-0.50134, -4.43747, -1.83271], [-1.43283, -4.44173, -2.39200], [-0.71783, -4.56451, -0.77599], [0.11176, -5.26673, -2.17497], [-0.38874, -2.28412, -1.71290], [1.17281, -3.11811, -1.49175], [0.97637, -2.90895, -5.85502], [2.10246, -1.10637, -7.11682], [2.87986, 0.92266, -5.91615], [2.52725, 1.09619, -3.48439], [-0.48414, 0.98457, -0.77625], [0.17301, 0.51950, -1.32208], [-2.11190, 1.49478, 1.01242], [-3.59137, 1.05302, 2.77765], [-5.65050, 1.71929, 5.73048], [-5.41766, 0.69900, 4.23070]],
  "charge": 0,
  "gap_ev": 8.59,
  "homo_energy_ha": -0.289,
  "e_above_lowest_kj_mol": 379.0,
  "smiles": "C=C(C)COc1ccc(-c2[nH]ncc2Oc2ccccc2OCC)c(O)c1",
  "lumo_energy_ev": 0.7
}


| no. | E_tot (a.u.) |
| --- | --- |
| 1 | -2759.5200 |
| 2 | -3993.9177 |
| 3 | -1605.7379 |
| 4 | -1223.8440 |